No. 1
Below is a structure of composition H17LiO9 in a non-equilibrium geometry, with properties calculated with wB97M-V/def2-TZVPD.

Cartesian coordinates (Å):
O: -35.523 4.192 18.767
H: -34.573 4.481 18.828
H: -36.595 7.087 18.224
H: -37.193 6.242 20.455
H: -36.519 2.779 21.780
H: -37.456 8.024 19.981
O: -34.530 7.584 19.886
Li: -38.209 5.531 18.506
O: -36.642 7.560 17.244
H: -34.271 8.394 19.524
H: -37.648 9.362 19.310
H: -35.539 7.476 19.719
H: -35.379 7.846 21.606
O: -37.758 8.458 23.037
O: -36.785 6.264 19.671
H: -36.398 7.682 22.837
H: -36.540 6.726 16.613
H: -38.528 8.354 23.522
O: -37.366 8.966 20.131
O: -37.137 3.635 21.725
H: -37.994 8.407 22.114
H: -38.429 3.817 20.340
H: -35.865 4.912 19.377
O: -38.755 3.734 19.364
O: -35.441 7.404 22.409
H: -38.454 2.825 18.959
H: -36.330 4.347 21.730

The net charge is 0. As for the energy above the lowest of the compared OMol25 structures with the same formula, charge and spin: 9.9 kcal per mole.

Atom charges from the Mulliken analysis, given in e for atoms 1 to 5: O -0.68; H 0.34; H 0.42; H 0.08; H 0.36

---

No. 2
Below is a cluster of 9 separate species, H17O12S in total in a non-equilibrium geometry, with properties calculated with wB97M-V/def2-TZVPD.

Cartesian coordinates (Å):
O: -12.228 -14.997 -29.092
O: -10.563 -16.645 -29.483
H: -10.181 -18.163 -29.585
H: -7.742 -15.753 -29.784
S: -11.666 -15.955 -30.123
H: -10.541 -21.959 -30.485
H: -9.587 -17.213 -33.167
H: -10.681 -20.964 -27.698
H: -9.943 -18.596 -32.765
H: -8.839 -19.035 -30.420
O: -8.330 -15.990 -29.041
H: -10.409 -16.876 -27.808
H: -11.979 -18.666 -32.926
O: -9.599 -18.978 -29.836
O: -11.587 -21.249 -28.152
H: -10.838 -21.663 -31.895
H: -6.580 -19.659 -29.542
O: -9.165 -18.056 -32.723
H: -10.098 -19.642 -30.431
O: -10.323 -21.415 -31.146
H: -10.940 -15.995 -26.728
O: -12.701 -16.908 -30.533
O: -10.449 -16.871 -26.803
H: -11.908 -20.433 -28.302
H: -12.353 -18.217 -31.504
O: -11.733 -18.802 -31.952
H: -6.408 -18.558 -30.812
H: -9.110 -16.362 -29.239
O: -11.129 -15.372 -31.334
O: -6.792 -19.492 -30.539

The net charge is -1. As for the energy above the lowest of the compared OMol25 structures with the same formula, charge and spin: 10.4 kcal per mole.

Atom charges from the Mulliken analysis, given in e for atoms 1 to 5: O -0.79; O -0.93; H 0.51; H 0.26; S 1.21

---

No. 3
Below is a cluster of 9 separate species, H17O9 in total in a non-equilibrium geometry, with properties calculated with wB97M-V/def2-TZVPD.

Cartesian coordinates (Å):
H: 11.736 -6.277 -13.094
O: 10.663 -9.239 -14.212
O: 14.623 -7.302 -15.994
H: 11.653 -7.269 -14.411
H: 10.137 -6.460 -16.555
O: 8.590 -7.300 -14.364
H: 10.224 -10.113 -14.333
H: 13.640 -3.839 -14.650
H: 9.063 -8.063 -14.671
H: 13.836 -7.237 -15.478
O: 10.635 -5.785 -16.101
O: 12.417 -6.720 -14.597
H: 12.748 -5.116 -14.786
O: 11.233 -5.924 -12.358
H: 11.872 -5.838 -11.673
O: 14.486 -5.727 -12.723
H: 14.831 -8.229 -16.193
H: 14.674 -6.378 -12.035
H: 13.042 -8.082 -13.774
H: 12.885 -9.402 -13.096
O: 12.797 -4.186 -15.026
H: 13.789 -6.128 -13.293
O: 13.492 -8.644 -13.118
H: 10.933 -8.998 -15.103
H: 7.835 -7.218 -14.972
H: 11.343 -6.223 -15.567

The net charge is -1. As for the energy above the lowest of the compared OMol25 structures with the same formula, charge and spin: 42.8 kcal per mole.

Atom charges from the Mulliken analysis, given in e for atoms 1 to 5: H 0.47; O -0.71; O -0.69; H -0.11; H 0.24

---

No. 4
Below is a structure of composition H17O9 in a non-equilibrium geometry, with properties calculated with wB97M-V/def2-TZVPD.

Cartesian coordinates (Å):
O: -2.292 0.003 2.925
O: -2.950 2.145 1.069
H: -3.640 -1.169 1.384
O: 2.258 -2.872 -1.712
H: 3.633 0.472 -0.325
O: 0.617 1.669 -1.153
H: -2.801 1.655 1.890
H: 0.486 0.727 -1.212
O: 0.487 -1.396 -0.856
H: 2.406 2.161 -0.961
H: 3.106 -0.809 -0.516
O: 2.913 2.717 -0.330
H: -0.491 -0.968 -0.652
H: -1.796 -0.146 2.119
H: 2.411 2.471 0.453
H: 1.450 -3.352 -1.928
H: -2.435 1.735 0.373
O: -3.387 -1.815 0.710
H: -1.377 0.354 -1.354
O: -1.359 -0.058 -0.472
H: 0.846 -1.809 -0.056
H: 0.254 2.119 -0.390
H: 2.193 -2.057 -2.207
O: 3.949 -0.372 -0.697
H: -2.749 -1.305 0.201
H: -1.730 -0.101 3.696

The net charge is 0. As for the energy above the lowest of the compared OMol25 structures with the same formula, charge and spin: 9.4 kcal per mole. As for the multiplicity: 2.

Atom charges from the Mulliken analysis, given in e for atoms 1 to 5: O -0.65; O -0.65; H 0.35; O -0.61; H 0.34

---

No. 5
Below is a structure of composition H17O9Tl in a non-equilibrium geometry, with properties calculated with wB97M-V/def2-TZVPD.

Cartesian coordinates (Å):
H: -3.156 1.557 -0.288
H: 2.587 -0.974 1.609
O: 2.198 -0.360 -0.821
H: -1.956 1.942 0.584
H: 1.279 1.538 0.772
O: 0.238 0.346 0.866
H: -2.975 -0.908 0.929
H: -0.962 -0.788 -1.639
H: 2.170 -2.331 2.175
O: 1.921 -1.385 2.193
H: 0.229 -3.536 0.412
H: 1.819 2.268 -0.351
H: -1.795 0.421 -1.285
O: -2.255 1.849 -0.344
H: 2.975 -0.257 -0.274
H: 0.397 -2.411 -0.574
H: -0.359 1.588 -2.172
O: -1.307 -0.005 -1.967
H: -0.158 1.002 0.190
O: 1.923 2.225 0.556
H: -2.433 -2.111 0.289
O: 0.283 2.306 -1.904
O: 0.278 -2.563 0.379
H: 1.480 -0.104 -0.221
Tl: -0.296 -1.166 2.134
H: 0.017 3.213 -2.086
O: -2.148 -1.360 0.848

The net charge is +2. As for the energy above the lowest of the compared OMol25 structures with the same formula, charge and spin: 55.6 kcal per mole.

Atom charges from the Mulliken analysis, given in e for atoms 1 to 5: H 0.32; H 0.35; O -0.53; H 0.29; H 0.32

---

No. 6
Below is a cluster of 6 separate species, H18N6 in total in a non-equilibrium geometry, with properties calculated with wB97M-V/def2-TZVPD.

Cartesian coordinates (Å):
H: -0.344 -3.090 0.790
H: 0.259 2.300 1.353
H: 1.136 1.235 -1.199
H: 0.399 1.678 -5.217
H: 0.249 0.108 -4.646
H: 0.873 -1.999 0.688
N: 1.376 0.256 -1.184
N: 0.472 1.557 1.990
N: 0.350 1.084 -4.405
H: 0.973 -0.260 -0.420
H: 1.169 1.120 -3.817
H: 0.270 -2.421 2.209
H: -1.684 2.975 -1.335
H: 1.045 -0.197 -2.027
N: 0.465 -2.717 1.265
H: 0.553 1.893 2.928
H: -0.213 -3.276 4.078
H: -1.151 1.725 -2.456
N: -1.849 2.134 -1.857
N: -0.693 -2.400 4.243
H: -2.717 2.189 -2.366
H: -1.563 -2.516 4.739
H: -0.042 -1.874 4.810
H: 0.337 0.605 1.743

The net charge is 0. As for the energy above the lowest of the compared OMol25 structures with the same formula, charge and spin: 13.3 kcal per mole. As for the SMILES: N.N.N.N.N.N.

Atom charges from the Mulliken analysis, given in e for atoms 1 to 5: H 0.22; H 0.15; H 0.25; H 0.20; H 0.21

---

Number 3 is which compound? H17O9

---

What is the energy above the lowest of the compared OMol25 structures with the same formula, charge and spin in the third record? 42.8 kcal per mole

---

The highest net charge belongs to which entry? H17O9Tl

---

Among the records above, which one has the highest net charge? H17O9Tl